Formula: C8H11N2O
Source: the Open Molecules 2025 dataset
Level of theory: ωB97M-V/def2-TZVPD

XYZ file:
```
22
Properties=species:S:1:pos:R:3:forces:R:3
H 2.494360 0.660362 -0.349391 -0.43 0.01 0.22
O 1.046760 -3.513415 -3.345011 -2.00 0.11 -0.81
H 2.615425 -3.010823 -2.240689 0.14 -0.18 -0.70
H -2.251022 2.242569 2.873314 0.41 1.06 1.05
H -2.661025 0.863447 -0.427264 -0.31 0.58 0.11
C 1.577055 0.889691 0.201479 1.41 0.08 -1.30
H 2.531301 2.045721 1.684992 -1.61 0.24 -0.77
C 0.347078 1.875067 1.917967 -0.77 -0.56 -1.69
C -0.886557 0.391731 0.433037 0.61 1.33 1.46
H -2.611472 0.735756 2.249103 -1.38 -0.58 0.37
H -2.832841 -0.533580 0.493561 -0.49 -1.02 0.62
N -2.034584 1.528312 2.244210 1.84 -1.93 -2.26
C 2.204566 -3.561699 -3.140546 2.05 -0.11 1.77
C -2.145262 -0.050139 -0.144954 0.54 0.29 -3.13
C -0.823031 1.188576 1.589484 -2.01 1.17 0.54
H -2.005991 -0.509472 -1.197214 -0.36 0.12 2.04
N 0.558676 -0.582378 -1.181407 1.84 0.62 -0.42
C 1.540670 1.723906 1.228072 2.86 0.10 2.12
C 0.378808 0.283096 -0.257885 -0.80 -2.20 -0.76
H 0.235716 2.685184 2.548639 -0.02 1.28 1.87
H -0.199052 -1.133265 -1.502804 -1.28 -0.64 -0.12
H 2.920423 -4.218646 -3.676692 -0.22 0.25 -0.20
```
Forces are in eV/Å.

Values from the calculation:
Molecular weight, g mol⁻¹: 151.2
Lowest unoccupied orbital energy (alpha / beta), eV: -6.9 / -7.0
Relative energy (zero: lowest compared OMol25 entry of this formula, charge and spin), kcal per mole: 108.48
Charge: +1



Formula: C8H11N2O
Source: the Open Molecules 2025 dataset
Level of theory: ωB97M-V/def2-TZVPD

XYZ file:
```
22
Properties=species:S:1:pos:R:3:forces:R:3
C -1.842574 0.782128 0.907672 -1.28 2.01 1.57
C -1.591050 0.764356 -1.477827 -5.09 1.14 -0.52
C -0.317240 0.411128 -1.430712 3.02 -1.36 -0.84
H -3.330622 1.631978 -0.364215 1.15 -0.97 -0.38
H 2.127398 0.236693 1.804410 0.46 1.39 -0.09
O 1.776313 0.083408 -2.502913 -0.60 -1.29 -0.12
H -2.278995 0.743240 -2.335878 1.19 0.13 -0.35
N 0.345178 0.130235 -2.588453 1.95 -0.12 0.85
C -2.331325 1.113622 -0.327429 -1.15 0.11 0.79
H -2.435509 1.097485 1.835518 0.71 -0.77 -1.47
C 1.062127 -1.470405 1.683831 1.23 -3.92 1.68
H 1.001670 -2.508408 2.095693 0.32 1.14 -0.36
H 1.367778 0.615078 -0.092429 -0.15 -0.30 -0.28
H 2.841578 -1.152380 2.635086 -1.22 1.21 -1.02
C -0.477392 0.443380 1.128179 -0.43 -1.64 -1.02
C 0.087880 -1.130720 0.799716 -0.81 5.45 -2.17
H 2.115637 -0.868466 -2.610083 -1.25 1.67 0.11
H -0.166775 0.888802 2.076552 0.80 -0.43 -0.49
C 0.349735 0.229143 -0.145262 0.82 -1.00 2.43
H -0.498498 -1.876364 0.356958 -1.26 -0.60 -0.27
H 0.091364 0.548320 -3.479482 -0.27 -0.12 0.25
N 2.103324 -0.712253 2.031069 1.86 -1.74 1.72
```
Forces are in eV/Å.

Values from the calculation:
Molecular weight, g mol⁻¹: 151.2
Lowest unoccupied orbital energy (alpha / beta), eV: -3.6 / -6.4
2S+1: 3
Relative energy (zero: lowest compared OMol25 entry of this formula, charge and spin), kcal per mole: 22.15
Charge: +1



Formula: C8H11N2O3S
Source: the Open Molecules 2025 dataset
Level of theory: ωB97M-V/def2-TZVPD

XYZ file:
```
25
Properties=species:S:1:pos:R:3:forces:R:3
H 0.511245 1.429525 0.571345 -2.02 0.09 0.15
N 0.569416 -1.251263 0.106774 4.49 2.34 1.91
H 3.427313 -0.955037 1.836266 0.72 -0.54 0.42
H 0.013821 -2.574722 -1.260756 -1.60 -1.21 -0.63
H -3.839501 2.790505 -0.382762 0.58 1.44 0.28
H -3.732297 -0.688966 -1.042189 -1.06 -0.41 0.11
H 1.754088 -1.026986 2.301510 -1.25 -0.75 1.32
C -0.525030 1.001288 0.361420 2.88 -1.78 0.00
C -1.677380 1.699209 0.190672 -1.81 1.45 -1.97
H -1.889830 -2.082474 -0.318649 0.41 1.57 -0.44
H -1.732653 2.787958 0.006817 0.68 -0.23 1.08
C 2.471753 -0.476905 1.791679 0.70 0.72 -2.27
H 1.647335 -2.753251 -0.808368 0.83 -0.43 0.31
H 2.623282 0.540012 2.097458 -0.37 0.73 0.60
C 0.881708 -2.052883 -1.022373 0.17 1.63 -1.87
N 2.116952 -0.505318 0.373680 -2.59 -1.36 -1.27
O 2.176995 2.094914 0.475587 0.51 -0.49 -0.94
S 2.348833 1.062760 -0.626408 -0.17 0.46 1.20
C -2.927930 -0.245669 -0.516915 0.47 1.80 -0.58
C -1.785601 -0.945224 -0.318756 2.12 -2.79 1.08
O 3.753496 0.988911 -1.054546 0.06 -0.32 0.12
C -0.512591 -0.387189 0.068675 -2.67 0.51 -0.54
O -3.987126 1.877370 -0.510277 -0.50 -1.63 -0.73
C -2.834562 1.129590 -0.348443 -0.43 -0.15 1.33
H 1.148255 -1.456147 -1.971453 -0.11 -0.63 1.30
```
Forces are in eV/Å.

Values from the calculation:
Molecular weight, g mol⁻¹: 215.3
Lowest unoccupied orbital energy, eV: 3.1
Relative energy (zero: lowest compared OMol25 entry of this formula, charge and spin), kcal per mole: 21.59
Charge: -1



Formula: C8H11N2OP
Source: the Open Molecules 2025 dataset
Level of theory: ωB97M-V/def2-TZVPD

XYZ file:
```
23
Properties=species:S:1:pos:R:3:forces:R:3
N -1.474770 -0.990704 -1.024183 -2.68 -2.11 0.62
C 1.959530 0.984080 -2.253999 0.66 -1.13 0.71
O -1.970780 -0.379935 1.443226 -0.45 -0.02 0.03
C -0.283330 0.338673 -2.632411 -2.07 0.34 -2.06
H -0.923137 -1.325703 2.767935 0.23 -0.35 1.58
H -2.318879 -1.242319 -1.635679 2.17 0.66 1.10
H 2.851650 0.210403 -0.344326 -0.32 -0.07 -0.64
C 2.013968 0.185863 -1.056982 -1.79 1.34 -1.04
P -1.429893 -1.650397 0.546723 2.61 1.54 -0.11
H 2.882897 1.467045 -2.553925 -0.14 0.15 -0.08
H 1.397379 -1.548172 0.927138 1.63 -1.37 0.81
H 0.416735 0.551048 2.025089 -1.02 0.30 1.06
H 0.795495 1.563164 -4.041675 0.12 -0.37 1.04
C 0.793604 -0.408983 -0.658110 1.26 -0.89 0.38
N 0.644845 -1.075700 0.552989 -5.35 0.59 -1.55
C -0.317857 0.770838 2.856088 -1.09 -2.15 -0.04
H -2.176566 -0.289404 3.580136 -1.04 0.02 0.50
H -1.211980 0.388551 -3.234254 0.57 -0.03 0.26
H 0.159726 0.458097 3.839381 -0.28 1.71 -0.83
C 0.818132 1.028510 -3.065397 1.47 0.45 -0.10
H -0.844760 1.746607 2.645832 0.96 -0.81 1.02
C -1.448172 -0.377742 2.822682 3.08 0.93 -3.41
C -0.333835 -0.403818 -1.506277 1.47 1.27 0.76
```
Forces are in eV/Å.

Values from the calculation:
Molecular weight, g mol⁻¹: 182.2
Lowest unoccupied orbital energy, eV: 0.7
Relative energy (zero: lowest compared OMol25 entry of this formula, charge and spin), kcal per mole: 7.54
SMILES: CCOP1Nc2ccccc2N1



Formula: C8H11N3
Source: the Open Molecules 2025 dataset
Level of theory: ωB97M-V/def2-TZVPD

XYZ file:
```
22
Properties=species:S:1:pos:R:3:forces:R:3
N -1.792386 -2.617152 -1.559642 -4.95 -0.90 0.18
C -0.929028 -3.786069 -1.675868 -0.39 -1.92 -1.53
N -1.469572 -1.467961 -0.958237 1.91 -2.92 -0.44
H 1.882714 -0.922614 0.044167 1.23 -0.09 0.30
H -1.338924 -4.399643 -2.782287 1.56 1.92 3.52
C 0.937905 2.164799 0.871891 0.47 2.43 1.33
C 1.904239 1.210999 0.567056 -1.97 -0.07 0.86
C 0.008920 -0.340244 -0.043632 1.56 6.18 3.92
H -2.895444 -2.700791 -1.588291 3.34 0.04 -0.15
H -0.956012 -4.764970 -0.720242 0.24 3.53 -2.74
C 1.282237 3.592583 1.510229 -1.45 0.38 -3.43
C 1.337911 -0.043063 0.334486 0.20 -1.38 -2.71
C -0.443294 1.888584 0.860816 -0.49 -0.65 -0.26
C -0.936649 0.689216 0.359045 -1.18 -1.76 0.50
H 0.047901 -3.155758 -1.804872 -1.03 -2.52 0.25
H -1.168157 2.609267 1.300629 0.74 -0.48 -0.51
H 1.406602 3.443824 2.596772 -0.31 0.61 -0.51
H -2.062538 0.371035 0.475366 2.34 1.10 -0.54
H 0.233140 4.205172 1.100073 3.39 -1.08 1.93
H 2.237305 4.104067 1.023810 -2.06 -1.12 1.12
N -0.248882 -1.529019 -0.565928 -2.93 -0.90 -1.06
H 2.962011 1.447738 0.654658 -0.22 -0.38 -0.03
```
Forces are in eV/Å.

Values from the calculation:
Molecular weight, g mol⁻¹: 149.2
Lowest unoccupied orbital energy, eV: 0.3
Relative energy (zero: lowest compared OMol25 entry of this formula, charge and spin), kcal per mole: 114.77



Formula: C8H11N3
Source: the Open Molecules 2025 dataset
Level of theory: ωB97M-V/def2-TZVPD

XYZ file:
```
22
Properties=species:S:1:pos:R:3:forces:R:3
H -0.837758 -0.706188 -1.483095 0.08 -0.26 0.18
H -3.243898 0.591361 0.830378 0.05 -0.01 0.06
C 1.217077 -3.508898 0.460397 -0.22 -1.46 0.27
H 1.180213 -3.792654 1.507578 -0.21 -0.06 0.41
H -3.132043 0.816551 -0.908274 0.08 0.08 -0.05
C -1.257703 0.564952 0.035089 -0.39 0.11 0.14
C 1.447868 -2.329810 0.058309 -1.89 -1.55 0.75
C 1.430503 1.670055 -1.454102 0.32 -1.51 3.02
N 1.739463 -1.136170 -0.377527 1.96 8.22 -2.86
H 1.081704 -4.341950 -0.223890 0.10 -0.42 -0.22
H 0.994482 1.601891 1.944372 -0.07 0.06 -0.12
C 1.211071 1.507099 -0.177549 0.66 0.71 -2.47
H -2.894532 -0.782251 -0.231839 0.09 -0.06 0.07
C 0.527025 1.990309 1.032626 0.18 -0.15 0.57
H 2.744564 -0.980628 -0.498911 -0.23 -0.02 -0.24
H -1.533837 1.921202 1.475699 -0.06 -0.16 -0.08
C 0.981052 0.151961 -0.769408 -0.90 -3.86 1.64
N -0.427291 -0.109853 -0.771988 0.78 0.32 -0.10
N -0.836574 1.465182 0.895204 -0.12 0.06 0.03
C -2.704493 0.275723 -0.059484 -0.44 -0.02 -0.10
H 1.814026 2.049241 -2.370487 0.19 0.14 -0.74
H 0.499082 3.082873 1.086903 0.04 -0.13 -0.14
```
Forces are in eV/Å.

Values from the calculation:
Molecular weight, g mol⁻¹: 149.2
Lowest unoccupied orbital energy (alpha / beta), eV: -8.1 / -12.5
2S+1: 3
Relative energy (zero: lowest compared OMol25 entry of this formula, charge and spin), kcal per mole: 133.82
Charge: +2



> What is the molecular weight in the second record?

151.2 g mol⁻¹



What did the third record say?
Formula: C8H11N2O3S
Source: the Open Molecules 2025 dataset
Level of theory: ωB97M-V/def2-TZVPD

XYZ file:
```
25
Properties=species:S:1:pos:R:3:forces:R:3
H 0.511245 1.429525 0.571345 -2.02 0.09 0.15
N 0.569416 -1.251263 0.106774 4.49 2.34 1.91
H 3.427313 -0.955037 1.836266 0.72 -0.54 0.42
H 0.013821 -2.574722 -1.260756 -1.60 -1.21 -0.63
H -3.839501 2.790505 -0.382762 0.58 1.44 0.28
H -3.732297 -0.688966 -1.042189 -1.06 -0.41 0.11
H 1.754088 -1.026986 2.301510 -1.25 -0.75 1.32
C -0.525030 1.001288 0.361420 2.88 -1.78 0.00
C -1.677380 1.699209 0.190672 -1.81 1.45 -1.97
H -1.889830 -2.082474 -0.318649 0.41 1.57 -0.44
H -1.732653 2.787958 0.006817 0.68 -0.23 1.08
C 2.471753 -0.476905 1.791679 0.70 0.72 -2.27
H 1.647335 -2.753251 -0.808368 0.83 -0.43 0.31
H 2.623282 0.540012 2.097458 -0.37 0.73 0.60
C 0.881708 -2.052883 -1.022373 0.17 1.63 -1.87
N 2.116952 -0.505318 0.373680 -2.59 -1.36 -1.27
O 2.176995 2.094914 0.475587 0.51 -0.49 -0.94
S 2.348833 1.062760 -0.626408 -0.17 0.46 1.20
C -2.927930 -0.245669 -0.516915 0.47 1.80 -0.58
C -1.785601 -0.945224 -0.318756 2.12 -2.79 1.08
O 3.753496 0.988911 -1.054546 0.06 -0.32 0.12
C -0.512591 -0.387189 0.068675 -2.67 0.51 -0.54
O -3.987126 1.877370 -0.510277 -0.50 -1.63 -0.73
C -2.834562 1.129590 -0.348443 -0.43 -0.15 1.33
H 1.148255 -1.456147 -1.971453 -0.11 -0.63 1.30
```
Forces are in eV/Å.

Values from the calculation:
Molecular weight, g mol⁻¹: 215.3
Lowest unoccupied orbital energy, eV: 3.1
Relative energy (zero: lowest compared OMol25 entry of this formula, charge and spin), kcal per mole: 21.59
Charge: -1



> Which of these has the lowest relative energy (zero: lowest compared OMol25 entry of this formula, charge and spin)?

C8H11N2OP